This record from OMol25 describes C42H36BrN4O2PbS5 as an isolated structure. The level of theory is ωB97M-V/def2-TZVPD.

```
91
Properties=species:S:1:pos:R:3:forces:R:3:lowdin_charge:R:1
Pb 0.98093 0.79854 1.02623 -0.129 0.357 -0.076 1.05
O 4.63324 0.91211 6.71171 -0.013 -0.059 -0.036 0.13
C 3.96547 0.74376 5.57332 0.103 0.012 0.144 -0.29
C 4.03765 -0.40628 4.78284 0.002 -0.024 -0.028 0.03
C 3.30496 -0.44174 3.61978 0.003 0.054 -0.059 -0.13
N 2.51714 0.56211 3.20344 0.141 0.013 0.034 -0.12
C 2.47484 1.63990 3.97936 -0.042 -0.021 -0.049 -0.72
Br 1.38217 3.05159 3.32774 0.051 0.017 0.047 0.82
C 3.15606 1.80039 5.15892 -0.039 0.066 -0.001 -0.01
H 5.19251 0.15403 6.92754 -0.013 0.024 -0.009 0.14
H 4.66787 -1.24057 5.06181 -0.009 0.009 -0.006 0.13
H 3.36589 -1.30460 2.96486 -0.009 0.017 0.011 0.11
H 3.09354 2.70438 5.74702 -0.009 -0.007 -0.013 0.13
S 1.06463 -2.66153 0.35559 0.198 0.082 -0.212 0.82
C -0.29933 -3.59092 0.78489 -0.174 -0.178 -0.679 -0.58
N -0.74161 -4.11085 1.86020 -0.321 -0.126 0.450 -0.01
C -2.14281 -4.62957 1.82618 0.165 0.017 -0.033 -0.03
C -2.47720 -5.28867 0.49682 -0.007 0.164 -0.048 -0.03
N -2.04504 -4.46167 -0.66611 -0.271 -0.317 -0.011 0.00
C -2.70929 -4.63891 -1.99740 0.002 0.034 0.046 -0.03
C -1.75164 -4.33417 -3.11207 -0.012 -0.021 0.002 -0.30
C -1.80114 -3.08523 -3.74053 0.064 0.043 0.048 -0.10
C -0.89289 -2.77632 -4.74938 0.039 -0.057 -0.042 -0.05
C 0.04670 -3.71735 -5.13608 -0.015 -0.035 0.032 -0.02
C 0.08341 -4.97418 -4.52720 0.028 0.044 -0.042 -0.03
C -0.81212 -5.28531 -3.52192 -0.043 0.010 0.029 -0.04
C -1.01403 -3.72264 -0.51496 0.308 0.114 0.389 -0.52
S -0.04861 -2.78478 -1.56374 0.148 0.166 0.033 0.98
C -0.03944 -3.99933 3.17304 -0.064 0.009 -0.013 -0.04
C -0.82810 -3.14744 4.12790 -0.038 0.017 -0.050 -0.24
C -0.95957 -1.77979 3.88717 0.023 -0.004 -0.011 -0.05
C -1.68765 -0.98863 4.75950 -0.003 -0.050 0.005 -0.05
C -2.28497 -1.56434 5.87760 0.020 -0.006 -0.009 -0.04
C -2.15348 -2.92392 6.11962 -0.012 0.008 -0.014 -0.04
C -1.42622 -3.72022 5.24296 -0.023 0.034 0.025 -0.03
H -2.79667 -3.78255 2.03680 -0.008 0.019 0.019 0.16
H -2.26150 -5.35009 2.63226 0.049 -0.026 0.006 0.15
H -3.55631 -5.41943 0.44047 -0.015 0.011 -0.050 0.16
H -2.00878 -6.26798 0.38181 0.033 -0.002 0.010 0.16
H -3.56179 -3.95838 -2.01034 -0.055 -0.028 0.050 0.15
H -3.08779 -5.66019 -2.02518 0.071 -0.047 0.022 0.15
H -2.55690 -2.36097 -3.45681 0.005 -0.011 -0.003 0.12
H -0.93400 -1.80662 -5.22786 0.013 -0.069 0.008 0.10
H 0.74632 -3.48738 -5.92883 -0.001 -0.001 0.005 0.13
H 0.80762 -5.71006 -4.85027 -0.009 0.006 -0.005 0.13
H -0.78939 -6.26803 -3.06316 -0.015 0.016 -0.003 0.13
H 0.95094 -3.58982 2.96837 0.008 -0.011 -0.047 0.12
H 0.07703 -5.01720 3.54507 0.016 -0.013 -0.013 0.15
H -0.47371 -1.32629 3.02517 -0.009 -0.022 0.041 0.07
H -1.78266 0.07427 4.57905 -0.002 -0.010 0.011 0.12
H -2.84574 -0.94741 6.56698 -0.004 -0.006 -0.013 0.12
H -2.61402 -3.36758 6.99191 0.013 0.011 0.002 0.12
H -1.31035 -4.77935 5.44622 -0.004 0.019 -0.011 0.12
S 3.24563 0.63794 -0.29248 -0.075 -0.145 -0.070 0.52
C 2.18903 0.54969 -1.67556 -0.041 -0.021 0.091 -1.16
N 0.91821 0.27069 -1.52432 -0.351 -0.166 -0.100 -0.15
C 0.20810 0.40335 -2.71867 0.174 0.016 0.178 -0.36
C -1.17356 0.30800 -2.87187 -0.079 -0.036 0.015 -0.06
C -1.71774 0.50734 -4.12789 0.011 0.049 0.069 -0.09
C -0.90107 0.78532 -5.22978 0.024 0.066 0.022 -0.08
C 0.47081 0.89250 -5.08659 -0.012 0.019 -0.021 -0.06
C 1.01192 0.71367 -3.81665 0.110 0.060 -0.097 -0.45
S 2.66281 0.91541 -3.29650 0.102 0.017 -0.087 1.09
H -1.80233 0.12914 -2.00589 0.002 0.004 -0.034 0.12
H -2.79180 0.47318 -4.26258 0.008 -0.007 0.012 0.12
H -1.34967 0.94717 -6.20098 0.003 -0.004 0.000 0.12
H 1.09887 1.13607 -5.93360 -0.006 0.004 0.010 0.12
O 0.54708 2.83933 0.06515 -0.235 0.000 0.152 -0.76
S 1.29943 3.80995 -0.86041 0.365 -0.075 -0.002 1.04
C 1.28455 5.36032 -0.00807 -0.082 -0.074 0.088 -0.39
C 0.14386 5.79422 0.65987 0.003 0.072 0.001 -0.07
C 0.19359 6.99981 1.33699 -0.007 -0.014 -0.022 -0.05
C 1.36602 7.75379 1.33749 -0.031 -0.015 -0.002 -0.04
C 2.49308 7.30602 0.66816 0.030 -0.018 -0.007 -0.05
C 2.46146 6.09139 -0.00689 0.033 0.038 -0.025 -0.07
C 0.18639 4.10011 -2.20426 -0.083 0.006 0.001 -0.39
C -1.18349 3.94128 -2.05375 -0.026 -0.021 -0.051 -0.07
C -2.00577 4.23592 -3.12983 0.013 0.006 -0.006 -0.05
C -1.45713 4.68104 -4.32829 -0.002 -0.012 0.025 -0.05
C -0.08298 4.81905 -4.46577 0.017 -0.012 0.005 -0.05
C 0.75309 4.52086 -3.39827 -0.013 0.018 -0.056 -0.07
H -0.76348 5.20317 0.64645 0.021 0.005 0.002 0.11
H -0.68398 7.36303 1.85525 0.018 -0.005 0.005 0.12
H 1.39556 8.69828 1.86428 -0.009 -0.007 -0.004 0.12
H 3.40087 7.89379 0.67528 -0.010 -0.002 -0.006 0.12
H 3.33857 5.72665 -0.52766 -0.003 -0.013 0.021 0.12
H -1.59326 3.58705 -1.11654 0.012 0.019 -0.003 0.11
H -3.07846 4.13227 -3.03137 0.007 0.001 -0.005 0.12
H -2.10641 4.92514 -5.15873 0.001 -0.008 0.004 0.12
H 0.33984 5.15960 -5.40151 -0.006 0.008 0.011 0.12
H 1.82816 4.62567 -3.49251 -0.013 0.002 0.005 0.12
```
Forces are in eV/Å.

As for the electronic energy: -6748.53308 a.u. The total charge is +3. The value obtained for the strongest force on any atom is 0.014 hartree/bohr.



This record from OMol25 describes C22H31N4O5S as an isolated structure in a non-equilibrium geometry. The level of theory is ωB97M-V/def2-TZVPD.

```
63
Properties=species:S:1:pos:R:3:forces:R:3:lowdin_charge:R:1
C 5.32419 1.01522 -2.63993 3.028 2.634 -6.936 -0.25
H 4.70791 0.70187 -3.49487 -0.254 0.742 -0.391 0.08
H 5.57118 2.18906 -2.78101 -0.863 -2.423 1.229 0.15
H 6.28270 0.49275 -2.93500 -0.580 0.720 0.606 0.12
O 4.89717 0.40456 -1.59321 -4.861 -0.088 8.312 -0.06
C 3.71066 0.99996 -0.83328 1.742 0.900 -4.562 -0.09
C 2.76532 1.79689 -1.36865 6.865 0.805 -11.668 -0.05
C 1.68367 2.35568 -1.00746 -0.808 -3.813 9.386 -0.05
C 1.41939 1.95656 0.31859 1.124 -1.391 4.691 -0.14
C 2.41434 1.08465 1.08380 -11.273 4.971 5.108 -0.01
C 3.45551 0.89155 0.46782 10.517 -6.727 -1.226 -0.22
C 4.46770 -0.02955 1.04474 5.863 -3.302 3.964 -0.38
O 5.68567 0.14950 1.27916 -1.250 3.034 -1.717 0.04
N 4.24709 -1.30259 1.51163 -6.317 -1.543 0.131 0.07
H 4.96505 -1.94983 1.75139 1.049 0.709 -0.006 0.13
C 2.87245 -2.06400 1.41692 5.341 -1.337 -3.853 -0.08
H 3.00521 -3.14042 1.88763 -0.433 2.478 -0.794 0.15
H 2.12709 -1.46266 1.81732 -1.458 0.659 0.848 0.03
C 2.71714 -2.19990 -0.24355 -4.140 -6.067 7.280 -0.06
H 2.53541 -1.31921 -0.61089 -0.369 4.811 -2.491 0.00
H 3.37465 -2.90416 -0.70048 0.719 0.105 -0.172 0.09
C 1.17868 -2.98529 -0.21543 7.387 -3.819 -5.310 -0.19
N 0.04879 -2.24571 -0.14966 -0.570 -1.502 -0.246 -0.24
C -0.26539 -1.20975 -0.93060 5.743 3.040 -9.639 -0.30
H 0.27000 -0.14843 -1.01668 -0.597 -1.830 1.685 0.16
C -1.63086 -1.02568 -1.19823 -5.715 -0.307 -1.239 -0.12
H -2.18400 -2.13334 -1.58185 1.391 3.478 1.235 0.23
N -2.23839 -0.62129 0.12746 -5.543 -8.559 0.660 0.05
C -3.78996 -0.53646 0.18780 5.807 0.934 -2.096 -0.15
C -4.64368 -1.48952 0.42055 -4.721 0.302 -0.511 0.00
C -6.00978 -1.01827 0.18676 -1.037 -8.143 3.712 -0.09
C -6.42390 0.11768 -0.28332 5.521 3.287 0.033 -0.09
C -5.40330 1.13800 -0.42373 -3.050 -0.025 -1.377 0.04
C -4.10302 0.66308 -0.35754 -1.769 6.807 -0.601 -0.27
O -3.09651 1.57289 -0.60803 0.890 1.246 -0.315 -0.16
C -3.32707 3.19654 -0.86114 -5.682 -5.064 1.440 0.10
H -2.38448 3.51667 -1.05336 2.717 1.115 0.514 0.00
H -4.01715 3.44326 0.13469 2.259 0.097 -3.048 0.16
H -3.85649 3.13323 -1.86431 0.017 0.607 1.555 0.10
H -5.85924 2.20793 -0.66623 1.896 -2.323 0.384 0.16
H -7.35581 0.32075 -0.08757 -5.153 1.482 0.024 0.06
H -6.90698 -1.80107 0.69478 2.763 2.199 -1.934 0.19
H -4.50454 -2.48885 0.68682 0.425 -1.133 0.629 0.10
C -1.96277 -2.02599 1.10212 4.937 9.847 2.061 0.06
C -0.49700 -1.96125 1.05389 3.480 -4.607 6.771 -0.24
H 0.02664 -2.89182 1.80050 -2.144 2.076 -1.591 0.21
H 0.10959 -1.18387 1.54139 -1.444 0.798 0.166 0.11
H -2.18873 -1.81587 2.10176 -1.526 0.166 1.145 0.13
H -2.30223 -2.72484 0.58592 -3.386 -6.198 -4.031 0.04
H -1.93362 0.15405 0.57738 1.989 3.358 1.388 0.01
H -1.91852 -0.15093 -1.88019 0.731 -1.526 0.631 0.16
H 0.19793 -1.46729 -2.14894 -1.299 0.211 3.100 0.22
H 1.47235 -3.42001 -1.48780 -2.082 0.838 3.330 0.18
H 1.33830 -4.01253 0.41540 -1.184 2.854 -1.215 0.16
H 2.30110 0.81486 2.24119 0.020 0.689 -2.870 0.19
S 0.00068 2.46396 1.41580 -5.404 -3.894 -13.605 0.78
O -0.84539 1.08773 1.31516 3.654 4.713 3.174 -0.37
O -0.76402 3.44093 0.55293 2.274 -1.097 2.924 -0.34
N 0.45895 2.91369 2.75412 1.467 0.301 3.757 -0.03
H 0.83327 3.77732 3.07570 0.428 0.894 -0.449 0.13
H -0.17298 2.50429 3.36101 -1.266 -0.950 2.511 0.08
H 1.03423 2.96468 -1.27992 -5.088 5.556 -3.995 0.05
H 3.08581 2.26061 -2.60928 -0.781 -1.796 3.501 0.22
```
Forces are in eV/Å.

As for the electronic energy: -1849.33010 a.u. The total charge is +1. The value obtained for the strongest force on any atom is 0.295 hartree/bohr.